The following is a quantum chemistry calculation of 12 unconnected molecules or ions with the total composition C47H68F4O22S, from the Open Molecules 2025 dataset.

XYZ file:
```
142
Properties=species:S:1:pos:R:3:forces:R:3:mulliken_charge:R:1
F 19.2732 30.7763 -21.4740 0.1 -0.4 0.0 -0.566
C 19.3551 32.1114 -21.3344 0.2 0.7 0.4 -0.484
C 18.7057 32.7183 -20.2844 -0.6 0.0 0.0 -0.996
C 18.7029 34.1075 -20.2401 0.6 0.4 0.1 0.378
C 19.4417 34.8458 -21.1574 0.2 0.3 -0.6 -1.501
C 20.1366 34.2203 -22.1871 -0.1 -0.7 0.6 0.612
C 20.1059 32.8326 -22.2367 -0.2 -0.5 -1.1 -0.023
H 18.1334 32.1197 -19.5821 0.1 0.0 0.0 0.019
H 18.1753 34.6511 -19.4648 0.0 -0.2 0.1 1.237
H 19.4901 35.9296 -21.1518 -0.3 0.0 0.3 0.728
H 20.6895 34.7756 -22.9303 0.0 0.1 0.0 0.146
H 20.5160 32.2488 -23.0603 0.2 0.3 0.1 0.473
F 24.5236 33.3909 -25.6808 0.1 0.0 -0.1 -0.376
C 23.3543 33.7341 -26.2559 -0.5 -0.4 -0.5 0.383
C 22.1719 33.2760 -25.7163 -0.1 0.3 0.3 0.455
C 20.9726 33.6960 -26.2901 0.2 0.0 0.5 0.424
C 20.9673 34.5012 -27.4124 0.1 -0.2 -0.3 -1.141
C 22.1772 34.8601 -28.0124 -0.6 -0.5 0.0 -0.717
C 23.3642 34.4341 -27.4490 0.6 0.5 0.0 -0.769
H 22.1722 32.6095 -24.8656 0.0 0.1 0.0 0.091
H 20.0463 33.4245 -25.7952 0.0 -0.1 -0.2 0.080
H 20.0113 34.7524 -27.8498 0.1 0.2 -0.1 0.698
H 22.1779 35.3971 -28.9506 0.1 0.1 0.1 0.410
H 24.3141 34.6601 -27.9185 0.0 0.1 0.1 0.426
F 15.1748 32.6411 -15.5461 -0.3 0.1 -0.1 -0.367
C 16.0837 31.6614 -15.6700 0.2 -0.2 0.2 0.085
C 15.9893 30.5580 -14.8477 0.0 -0.1 0.2 -0.596
C 16.9773 29.5826 -14.9096 -0.5 0.1 -0.1 -0.506
C 18.0703 29.7554 -15.7438 0.0 -0.3 0.1 -1.026
C 18.1831 30.9235 -16.4823 0.1 -0.6 -0.3 -0.351
C 17.1484 31.8377 -16.5221 0.7 0.8 0.5 0.319
H 15.2028 30.4877 -14.1080 -0.2 0.0 -0.2 0.489
H 16.8402 28.7065 -14.2892 0.3 -0.1 0.0 0.406
H 18.8127 28.9693 -15.8078 0.2 0.2 0.1 0.498
H 19.0952 31.1007 -17.0381 -0.1 0.0 -0.2 0.467
H 17.3067 32.7961 -16.9998 -0.3 -0.1 -0.2 0.544
F 11.6537 35.1374 -19.2107 0.1 0.3 0.1 -0.357
C 12.9180 34.6579 -19.2388 -0.5 -0.4 -0.4 0.303
C 13.9820 35.4829 -19.5156 0.7 -0.2 -0.1 -0.644
C 15.2356 34.8719 -19.6333 0.1 0.5 0.4 -0.141
C 15.4300 33.5317 -19.3726 -0.1 -0.7 0.2 1.261
C 14.3413 32.7166 -19.0761 -0.7 0.8 -0.3 -0.309
C 13.0708 33.2941 -19.0703 0.6 -0.8 0.4 -0.690
H 13.9305 36.5583 -19.6091 -0.4 0.0 -0.1 0.465
H 16.0976 35.4945 -19.8434 -0.1 0.0 -0.1 0.262
H 16.4157 33.0978 -19.3574 0.0 0.1 -0.2 -1.034
H 14.3951 31.6570 -18.8750 0.5 0.0 0.0 0.450
H 12.2600 32.6051 -18.8705 -0.4 0.5 0.0 0.439
C 16.6096 29.0307 -21.4736 0.2 1.7 -0.2 -0.613
S 16.9365 28.9211 -19.7097 -1.1 -0.1 0.1 0.525
O 16.2908 30.1268 -19.1021 0.4 0.1 -0.2 -0.460
C 15.7190 27.6060 -19.4313 0.7 -0.7 0.1 -1.176
H 17.2885 28.4708 -22.1118 -0.3 -0.6 0.2 0.442
H 16.8359 30.0773 -21.7049 0.2 -0.1 0.2 -0.324
H 15.5420 28.9996 -21.6815 0.0 -0.7 -0.1 0.483
H 14.7063 28.0000 -19.4277 0.1 0.3 -0.2 0.293
H 15.9132 27.0990 -18.4862 0.0 0.2 0.1 0.368
H 15.8788 26.8746 -20.2255 -0.2 0.0 0.0 0.445
C 21.4861 33.5196 -18.0762 -0.6 -0.2 0.6 -0.322
O 21.7352 33.0145 -16.7469 0.2 0.2 -0.1 -0.423
C 20.7492 33.1211 -15.8610 0.0 -0.3 -0.2 0.931
O 19.6591 33.5823 -16.0618 -0.1 0.4 -0.1 -0.571
O 21.1736 32.5728 -14.7281 0.2 -0.3 0.3 -0.401
C 20.4054 32.8212 -13.5483 -0.5 1.0 -0.3 -0.680
H 22.4541 33.8560 -18.4246 0.0 -0.1 -0.4 0.110
H 20.7546 34.3256 -18.0624 0.2 0.2 0.2 0.276
H 21.0221 32.7148 -18.6444 0.4 0.0 -0.4 0.195
H 19.3885 33.1277 -13.7996 0.0 -0.4 -0.1 0.300
H 20.8455 33.6990 -13.0700 0.2 -0.3 0.4 0.303
H 20.3953 31.9385 -12.9235 0.2 -0.1 0.0 0.251
C 24.4812 36.3884 -19.6215 0.5 1.4 -0.2 -0.875
O 23.7063 35.6640 -20.5556 -0.6 0.0 -0.1 -0.037
C 24.3151 34.6125 -21.1014 0.1 -0.2 0.4 0.483
O 25.4332 34.2731 -20.8358 0.4 -0.2 -0.1 -0.599
O 23.4650 33.9984 -21.9118 -0.4 0.1 -0.1 0.063
C 23.9028 32.7591 -22.4418 0.7 -0.9 -0.5 -0.581
H 24.7326 35.8559 -18.7091 -0.1 -0.3 -0.1 0.338
H 23.9155 37.2914 -19.3911 -0.3 -0.3 0.2 0.246
H 25.3809 36.7908 -20.0955 0.2 -0.5 0.1 0.348
H 23.0513 32.1555 -22.7463 -0.3 0.3 0.2 0.014
H 24.4933 32.1827 -21.7308 -0.1 0.2 0.3 0.384
H 24.5295 32.8825 -23.3246 0.0 0.3 0.0 0.291
C 16.3281 36.8085 -22.8673 0.8 -0.6 0.1 -0.340
O 16.5673 37.3049 -24.1899 0.1 0.5 0.3 -0.462
C 17.7698 37.0582 -24.7067 -1.1 -1.3 -0.9 0.385
O 18.5726 36.2828 -24.2626 0.9 0.4 0.1 -0.006
O 17.7716 37.6097 -25.9214 -0.4 0.8 -0.1 -0.420
C 18.8504 37.4001 -26.8015 1.1 -0.6 -0.2 -0.099
H 17.0095 35.9820 -22.6494 -0.1 0.0 -0.1 -0.033
H 15.3202 36.4076 -22.8420 -0.2 0.4 0.1 0.287
H 16.5543 37.5924 -22.1465 -0.4 0.1 0.0 0.321
H 19.0739 36.3453 -26.9632 -0.2 -0.1 0.5 -0.015
H 19.7718 37.8639 -26.4571 -0.1 0.1 0.1 -0.031
H 18.6337 37.7721 -27.8003 -0.5 0.4 0.3 0.379
C 20.2631 30.1618 -27.6078 0.2 1.6 -0.3 -0.411
O 20.6755 29.0587 -26.8271 -0.2 0.0 -0.5 -0.364
C 21.0021 29.2936 -25.5718 0.5 -0.6 0.7 0.718
O 21.0877 30.3405 -24.9884 -0.3 0.5 -0.2 -0.394
O 21.2706 28.1092 -25.0306 -0.1 -0.2 -0.1 -0.415
C 21.6390 28.0610 -23.6641 0.6 -0.9 0.5 -0.581
H 20.1287 29.8472 -28.6361 -0.2 -0.4 0.1 0.349
H 20.9902 30.9840 -27.6426 0.3 -0.4 0.3 0.154
H 19.3734 30.6508 -27.2087 -0.2 -0.5 -0.1 0.168
H 20.8030 28.1944 -22.9800 -0.1 0.4 -0.2 0.215
H 22.4923 28.6871 -23.4051 -0.3 0.4 -0.2 0.269
H 21.9988 27.0387 -23.5292 -0.2 0.0 0.0 0.260
C 22.7612 40.6898 -27.4136 1.4 0.0 0.3 -0.738
O 23.0258 39.9216 -26.2229 -0.2 0.4 -0.1 -0.357
C 22.5110 38.7049 -26.1650 -1.3 -0.5 0.4 0.685
O 21.9797 38.0901 -27.0542 0.4 0.2 -0.5 -0.494
O 22.5303 38.3264 -24.8918 1.1 0.1 0.4 -0.389
C 21.8064 37.1788 -24.4830 -0.9 -0.6 0.4 0.844
H 21.7748 40.5546 -27.8403 -0.1 -0.3 0.1 0.310
H 23.5693 40.4409 -28.1024 -0.4 0.0 -0.4 0.317
H 22.9421 41.7131 -27.0952 -0.3 0.1 -0.1 0.261
H 21.3298 36.6511 -25.3058 0.0 0.2 -0.1 -0.171
H 21.0569 37.5448 -23.7823 -0.2 -0.1 -0.2 -0.325
H 22.3768 36.4429 -23.9111 0.7 0.4 -0.3 0.092
C 17.8127 31.0426 -24.8930 -0.7 0.2 0.4 0.477
O 17.1131 32.2374 -24.5107 0.6 0.3 -0.1 -0.234
C 15.9323 32.0537 -23.9455 -0.4 0.0 0.5 0.780
O 15.4413 31.0006 -23.6377 0.0 -0.5 -0.2 -0.645
O 15.3829 33.2376 -23.7430 0.6 1.1 0.1 -0.218
C 14.0286 33.3217 -23.3671 -1.1 -0.4 0.4 -0.701
H 17.1088 30.4812 -25.5053 0.4 -0.3 -0.2 0.602
H 18.1030 30.4620 -24.0174 -0.1 0.0 0.0 0.070
H 18.7058 31.3721 -25.4065 0.0 0.0 -0.1 -0.886
H 13.8023 34.2046 -22.7751 0.7 0.4 -0.2 0.138
H 13.7020 32.5180 -22.7045 0.2 -0.4 -0.4 0.317
H 13.4346 33.3674 -24.2805 -0.2 -0.2 0.1 0.309
C 20.2480 40.7667 -23.8397 0.7 0.5 0.2 -0.581
O 19.3220 39.8466 -23.2701 -0.4 0.1 -0.4 -0.256
C 19.6234 39.2173 -22.1391 -0.1 0.3 0.0 0.803
O 18.7840 38.7558 -21.4251 -0.1 -0.4 0.3 -0.564
O 20.9368 39.1902 -21.9514 1.0 0.2 -0.5 -0.273
C 21.4530 38.7122 -20.7314 0.0 -0.3 1.2 -0.655
H 21.1794 40.3014 -24.1589 -0.2 -0.2 -0.2 0.186
H 20.5421 41.5259 -23.1079 -0.2 0.0 0.0 0.355
H 19.7452 41.2635 -24.6632 -0.1 -0.2 -0.1 0.225
H 21.4033 39.5085 -19.9857 -0.4 -0.2 0.1 0.359
H 22.5085 38.4514 -20.7799 0.0 0.1 -0.9 0.138
H 20.9283 37.8103 -20.4167 -0.2 0.2 0.2 0.305
```
Forces are in eV/Å.

## Properties
**M**: 1093.10 g mol⁻¹
**Gap between HOMO and LUMO**: 9.214 eV
**Net charge**: 0
**ΔE to the lowest compared entry with this formula, charge and spin**: 0.0 kcal per mole